(1)
Computed, not measured: a 12-piece molecular cluster, C24H60N12O12 overall in a non-equilibrium geometry, with ωB97M-V with the def2-TZVPD basis set.

Output
Total energy = -2510.6958 a.u.
Structure (SMILES) = CC(N)=O.CC(N)=O.CC(N)=O.CC(N)=O.CC(N)=O.CC(N)=O.CC(N)=O.CC(N)=O.CC(N)=O.CC(N)=O.CC(N)=O.CC(N)=O
HOMO = -9.31 eV

Geometry as XYZ:
```
108
Properties=species:S:1:pos:R:3:mulliken_charge:R:1
O -2.72 1.30 -1.26 -0.55
O -4.33 1.84 -4.98 -0.64
O 5.29 3.94 0.56 -0.62
O -2.57 -2.74 2.36 -0.62
O 1.20 3.37 -2.86 -0.63
O 1.27 1.15 -0.28 -0.23
O 3.52 -2.87 -2.62 -0.68
O -4.92 -3.04 -1.10 -0.72
O 1.84 0.65 5.56 -0.57
O -0.07 -2.83 -3.78 -0.66
O 1.36 -3.30 1.18 -0.57
O 1.12 4.38 1.95 -0.72
N -2.17 3.04 0.03 -0.09
N -0.09 -4.38 2.53 -0.18
N 1.65 2.63 3.25 -0.17
N 4.13 2.08 0.02 -0.22
N 0.23 -2.30 -1.54 0.59
N -4.70 -1.86 -2.97 -0.33
N 2.14 -0.77 7.29 -0.43
N 0.76 4.23 -0.78 0.07
N -3.04 0.06 -5.50 -0.43
N -0.72 0.19 0.30 0.29
N 3.91 -1.33 -1.00 -0.24
N -4.60 -1.78 1.84 -0.39
C 0.59 0.44 0.45 0.68
C 4.27 3.96 -1.56 -0.55
C -3.66 -2.38 2.68 0.60
C -4.51 2.68 -0.69 -1.43
C 1.72 -1.64 4.98 -0.33
C 3.28 4.36 3.07 -1.12
C 4.56 3.40 -0.20 0.47
C -4.14 -2.57 4.06 -1.19
C -2.09 1.95 -4.36 -0.39
C 1.00 -4.32 1.75 0.53
C 1.94 -5.60 1.63 -1.29
C -3.25 1.30 -4.98 0.59
C 3.54 -1.67 -2.27 0.65
C -4.22 -2.69 -2.04 0.15
C -3.05 2.32 -0.63 0.88
C -2.83 -3.15 -2.20 -0.22
C 0.11 -4.68 -2.26 -1.21
C 2.96 -0.64 -3.09 -0.61
C 1.97 -0.51 5.95 0.39
C 1.20 -0.28 1.66 -0.86
C 0.13 -3.21 -2.62 0.78
C 1.92 3.77 2.66 0.62
C 0.64 4.21 -2.12 0.93
C -0.09 5.34 -2.69 -1.36
H -1.20 0.57 -0.49 -0.04
H 4.15 1.84 0.99 0.21
H -5.60 -1.48 -2.76 0.26
H 1.99 -1.03 1.40 0.07
H -3.97 -1.65 4.62 0.26
H -5.17 -2.75 4.09 0.48
H 2.08 -1.30 3.98 -0.12
H 0.47 5.08 -0.27 0.16
H 1.92 -0.41 -2.65 -0.13
H 2.37 2.25 3.80 0.15
H -0.86 -3.68 2.45 0.25
H -3.88 -0.23 -5.99 0.27
H -2.42 3.98 0.36 0.22
H 4.39 5.05 -1.48 0.28
H 2.62 -5.59 2.46 0.38
H -4.48 -1.87 0.86 0.16
H 4.28 -2.06 -0.42 0.22
H 1.28 3.60 -0.22 -0.03
H 0.57 -2.62 -0.65 -0.12
H -0.65 5.94 -1.99 0.41
H 0.42 -0.84 2.20 0.43
H -0.70 5.00 -3.55 0.23
H 3.81 4.66 2.16 0.21
H -3.62 -3.43 4.42 0.29
H 4.76 3.45 -2.40 0.30
H 0.84 2.11 2.95 0.23
H 1.13 -5.05 -2.34 0.31
H 2.13 -1.69 7.68 0.19
H -1.05 -0.68 0.70 -0.01
H -2.17 -2.26 -1.97 0.05
H 2.57 -5.34 0.75 0.28
H -2.79 -3.88 -1.37 0.14
H -0.46 -5.14 -3.06 0.40
H -1.15 1.47 -4.60 0.38
H 1.61 0.48 2.30 -0.13
H 3.08 5.14 3.81 0.35
H 2.23 -2.53 5.29 0.43
H -0.27 -5.28 2.92 0.22
H -5.53 -2.04 2.11 0.28
H 3.97 3.66 3.50 0.42
H -2.58 -3.56 -3.19 0.40
H 4.15 -0.36 -0.80 0.17
H 0.65 -1.91 4.95 0.22
H -4.90 2.40 0.28 0.38
H 0.65 6.02 -3.12 0.31
H 3.50 0.31 -3.14 0.42
H -0.39 -4.83 -1.29 0.25
H -2.09 2.94 -4.79 0.26
H 2.85 -1.01 -4.11 0.30
H -4.09 -1.27 -3.51 0.23
H -4.91 3.70 -0.80 0.41
H 1.51 -6.59 1.44 0.41
H 3.34 1.67 -0.49 0.10
H -4.95 1.99 -1.43 0.25
H -2.13 -0.18 -5.91 0.24
H -1.22 2.67 0.00 -0.13
H -2.17 2.00 -3.28 -0.29
H 2.01 0.04 7.85 0.24
H 0.43 -1.39 -1.90 -0.31
H 3.16 3.85 -1.70 -0.17
```



(2)
Computed, not measured: a 15-piece molecular cluster, C24H62N14O28S overall in a non-equilibrium geometry, with ωB97M-V with the def2-TZVPD basis set.

Output
Total energy = -4222.2055 a.u.
HOMO = -9.15 eV

Geometry as XYZ:
```
129
Properties=species:S:1:pos:R:3:mulliken_charge:R:1
S -0.74 -2.24 5.34 1.23
O -1.80 -5.40 -3.85 -0.60
O 0.41 -1.79 6.39 -0.42
O -2.63 4.12 -1.45 -0.60
O 2.59 2.34 5.03 -0.56
O 3.80 1.39 -4.73 -0.61
O -0.69 -3.63 5.05 -0.58
O 3.86 0.47 0.27 -0.31
O 0.51 3.57 -2.37 -0.49
O -2.42 -3.49 1.33 -0.55
O -4.43 0.85 1.26 -0.44
O 3.73 -2.17 2.84 -0.44
O 0.06 1.59 -3.08 -0.15
O -6.45 1.24 1.85 -0.58
O -1.92 -3.49 -2.88 -0.28
O 3.05 -2.79 -3.44 -0.55
O -2.46 4.01 -3.57 -0.61
O 2.35 -0.14 -4.97 -0.55
O -4.09 -2.22 -5.75 -0.60
O -0.13 -1.42 4.10 -0.02
O 0.97 1.66 1.11 0.10
O 0.99 -3.15 -2.92 -0.40
O -3.00 3.34 2.29 -0.74
O -3.56 -2.66 -0.30 -0.51
O 2.47 4.44 5.42 -0.61
O 5.74 0.58 1.23 -0.64
O 5.09 4.16 -1.29 -0.60
O 4.95 4.51 0.82 -0.62
O -2.00 -1.73 5.78 -0.61
N -3.39 -2.93 0.86 1.13
N -1.97 -1.56 -5.26 0.19
N -5.27 1.10 2.10 0.88
N 1.96 -3.27 -3.66 0.96
N -0.24 -0.16 0.40 2.49
N 2.13 3.45 4.84 1.03
N 4.48 4.20 -0.25 1.08
N -1.28 4.66 1.63 0.53
N 3.10 0.51 -4.30 1.13
N -2.69 3.53 -2.49 1.10
N 0.40 2.75 -3.25 0.94
N -1.80 -4.68 -2.87 0.84
N 4.56 0.67 1.24 0.92
N 2.31 -3.82 2.17 0.44
C 1.51 -1.14 5.72 -0.34
C -1.23 -0.14 1.45 -1.05
C 1.21 3.58 3.69 -0.42
C -4.88 1.13 3.53 -0.67
C 3.23 0.19 -2.87 -0.78
C 3.35 -3.32 2.88 -0.18
C 1.87 -4.27 -4.78 -0.81
C -4.48 -2.58 1.81 -0.74
C -1.34 -2.59 -6.06 -0.82
C -0.46 -1.17 -0.63 0.11
C 1.48 -3.06 1.29 -0.78
C 3.87 0.84 2.54 -0.38
C -3.30 -1.52 -5.17 0.15
C -1.10 -0.78 -4.44 0.51
C -1.34 -5.31 -1.61 -0.66
C -1.94 3.48 1.71 0.17
C 0.70 3.17 -4.65 -0.99
C -0.16 4.78 0.71 -1.31
C 0.84 -0.47 4.53 0.75
C 0.63 0.85 0.24 0.01
C 3.09 3.66 -0.22 -0.05
C 1.77 -5.10 2.57 -1.04
C -3.06 2.10 -2.41 -0.43
C -1.87 5.89 2.10 -1.18
H -1.47 2.68 1.13 0.37
H 2.98 0.24 2.43 -0.54
H -5.32 0.25 4.00 0.35
H -4.43 -1.50 1.93 0.06
H 2.26 0.03 -2.42 -0.16
H -2.05 -2.84 -6.85 0.37
H 3.14 2.87 0.52 -0.29
H -0.44 -4.78 -1.27 0.08
H -0.21 3.40 -5.18 0.27
H 0.23 3.82 0.38 0.02
H -3.98 2.00 -1.84 0.31
H -5.21 2.04 4.01 0.31
H 0.33 0.45 4.84 0.17
H -1.94 6.56 1.24 0.32
H -0.57 -2.14 -0.15 -0.38
H 0.84 -4.57 -4.90 0.23
H 2.40 4.40 0.14 0.24
H 1.97 -2.15 0.92 0.12
H 2.22 -1.92 5.45 0.26
H 0.42 4.28 3.96 0.48
H 0.68 -5.07 2.72 0.27
H 0.69 5.21 1.24 0.54
H 0.36 -1.18 -1.34 -0.89
H 1.72 4.04 2.85 0.20
H 1.23 2.37 -5.16 0.30
H 1.43 3.97 -4.54 0.35
H 1.16 0.84 -0.72 -0.25
H -2.18 0.16 1.00 0.52
H 4.51 0.55 3.36 0.44
H -1.37 -1.15 1.85 -0.26
H -1.67 0.03 -3.99 -0.84
H -2.28 1.58 -1.85 -0.30
H -5.42 -2.86 1.36 0.36
H -4.37 -3.09 2.77 0.31
H 1.87 -5.84 1.76 0.31
H 3.50 1.86 2.67 0.29
H -0.62 -1.30 -3.60 0.03
H 2.15 -5.47 3.52 0.41
H -0.47 5.38 -0.14 0.46
H 3.81 0.98 -2.41 0.45
H -3.80 1.00 3.54 0.11
H -1.03 -6.33 -1.77 0.37
H -1.16 -3.50 -5.49 0.02
H 2.49 -5.10 -4.45 0.29
H -0.96 0.50 2.29 -0.22
H -0.28 -0.37 -5.04 0.16
H 0.75 2.62 3.48 -0.18
H -0.51 -2.17 -6.63 0.34
H -1.43 -0.97 -1.10 0.44
H -2.83 5.72 2.56 0.35
H 2.27 -3.75 -5.65 0.30
H -2.08 -5.21 -0.82 0.21
H 2.82 3.30 -1.20 0.06
H 1.54 -0.25 3.73 -0.74
H 3.92 -4.06 3.45 0.43
H 0.55 -2.73 1.77 0.36
H 1.95 -0.41 6.40 0.35
H -3.69 -0.75 -4.48 0.34
H -3.04 1.70 -3.42 0.43
H -1.20 6.35 2.83 0.32
H 1.14 -3.63 0.42 0.10
H 3.76 -0.74 -2.69 0.46
```



(3)
Computed, not measured: C24H64AsF6O24S8 as an isolated structure in a non-equilibrium geometry, with ωB97M-V with the def2-TZVPD basis set.

Output
Total energy = -8778.9509 a.u.
HOMO = -9.26 eV
Total charge = -1

Geometry as XYZ:
```
127
Properties=species:S:1:pos:R:3:mulliken_charge:R:1
As -0.84 1.90 1.12 2.09
S -1.90 -7.04 -0.69 1.19
S 3.23 5.05 -3.94 1.04
S 6.78 1.73 5.32 1.07
S -6.99 4.99 -2.17 1.14
S -0.86 -0.17 -6.71 1.09
S 0.98 -4.53 4.94 1.13
S 5.23 -2.37 -0.59 1.07
S -6.33 -2.57 2.89 1.20
F -0.14 1.77 -0.59 -0.54
F -2.30 1.05 0.58 -0.47
F -1.47 2.15 2.82 -0.51
F -0.01 0.31 1.49 -0.52
F -1.44 3.55 0.78 -0.49
F 0.71 2.78 1.60 -0.56
O -6.31 5.61 -3.30 -0.60
O -1.86 -0.72 -5.75 -0.55
O -7.32 5.88 -1.08 -0.59
O -6.47 -2.29 1.27 -0.32
O -0.38 -4.07 4.63 -0.59
O -1.98 -5.36 -1.05 -0.31
O 1.37 -5.72 4.19 -0.64
O -1.05 1.52 -6.93 -0.37
O 2.25 6.33 -4.16 -0.23
O 7.93 2.18 4.48 -0.59
O -7.25 -1.64 3.46 -0.60
O 4.57 5.37 -4.44 -0.62
O -8.39 4.35 -2.85 -0.36
O 6.26 -2.18 0.75 -0.27
O 2.54 3.94 -4.50 -0.51
O 1.05 -4.81 6.58 -0.30
O -0.76 -0.82 -8.01 -0.61
O 5.64 3.02 5.25 -0.33
O -6.29 -3.94 3.26 -0.61
O 6.03 -2.52 -1.79 -0.58
O -0.48 -7.45 -0.84 -0.62
O 4.14 -3.28 -0.24 -0.56
O -3.00 -7.82 -1.25 -0.60
O 6.16 0.45 5.05 -0.54
C 1.97 -5.64 8.42 -1.20
C -5.80 -3.08 0.36 -0.05
C -4.66 -1.83 3.13 -0.75
C 2.29 -3.28 4.85 -0.87
C -6.15 3.43 -1.61 -0.87
C 3.17 5.00 -1.97 -0.96
C 7.16 2.03 7.17 -0.86
C 4.32 2.82 4.79 -0.05
C 0.70 -0.25 -5.70 -0.86
C 0.95 7.74 -5.70 -1.07
C 7.54 -1.70 0.45 -0.40
C 1.78 -5.94 6.94 -0.16
C -2.31 -7.03 1.12 -0.68
C 8.52 -2.84 0.20 -1.07
C 2.32 6.96 -5.44 -0.32
C -2.99 2.04 -5.53 -1.02
C -5.37 -2.09 -0.70 -1.03
C -9.13 4.05 -5.21 -1.13
C -0.87 -4.64 -0.61 -0.15
C -0.69 -3.35 -1.46 -1.22
C -1.48 2.27 -5.84 -0.10
C 3.28 3.45 5.67 -1.15
C 4.54 -0.69 -0.54 -0.91
C -8.30 3.49 -3.96 -0.10
H 3.39 2.89 6.60 0.27
H -3.39 3.01 -5.24 0.37
H 8.67 -3.35 1.15 0.27
H 2.21 4.78 -1.51 0.40
H 7.79 -1.02 1.27 0.48
H 1.42 -6.95 6.79 0.31
H -10.06 4.52 -4.88 0.28
H 4.36 3.11 3.74 0.32
H -1.31 -7.10 1.53 0.29
H 0.71 8.66 -5.15 0.31
H 3.77 5.78 -1.49 0.35
H 7.49 3.07 7.19 0.31
H 3.45 4.48 6.02 0.32
H -1.14 -4.33 0.40 0.23
H 1.40 0.44 -6.19 0.34
H -8.58 4.82 -5.74 0.30
H -0.81 2.02 -5.01 0.22
H 2.70 -5.93 6.36 0.33
H -4.70 -1.39 -0.20 0.17
H -6.47 -3.69 -0.24 0.25
H 1.05 -5.33 8.92 0.29
H 1.01 -1.29 -5.72 0.37
H 0.06 -3.48 -2.24 0.31
H -6.02 -1.39 -1.23 0.34
H 3.73 4.08 -1.79 0.33
H 9.53 -2.52 -0.06 0.37
H -5.24 3.70 -1.08 0.41
H 1.84 -2.31 4.64 0.38
H 2.83 -3.43 3.91 0.33
H -1.34 3.31 -6.15 0.24
H 3.95 -0.74 -1.45 0.36
H -9.42 3.14 -5.74 0.34
H 2.57 6.35 -6.31 0.39
H 7.97 1.37 7.46 0.36
H 2.26 3.41 5.30 0.33
H 3.05 7.75 -5.28 0.25
H 2.27 -6.49 9.02 0.39
H -4.07 -2.10 2.25 0.17
H 0.15 7.02 -5.54 0.28
H 5.46 -0.11 -0.61 0.31
H 8.18 -3.49 -0.60 0.29
H -2.74 -6.04 1.26 0.10
H 4.07 1.76 4.82 0.23
H -3.50 1.79 -6.46 0.31
H -7.27 3.55 -4.30 0.22
H -8.63 2.47 -3.75 0.32
H -3.12 1.25 -4.80 0.30
H 2.91 -3.24 5.74 0.31
H -4.82 -0.75 3.08 0.31
H 0.39 0.13 -4.73 0.28
H 2.78 -4.96 8.69 0.29
H -4.81 -2.58 -1.49 0.36
H -1.59 -2.96 -1.94 0.30
H 7.59 -0.92 -0.31 0.27
H -4.21 -2.22 4.04 0.37
H -5.89 2.83 -2.48 0.30
H 0.07 -5.20 -0.64 0.42
H 0.96 8.04 -6.75 0.36
H 6.27 1.78 7.75 0.30
H -4.92 -3.58 0.77 0.19
H -0.23 -2.59 -0.84 0.36
H 4.00 -0.57 0.40 0.36
H -6.93 3.12 -0.91 0.34
H -2.92 -7.91 1.31 0.38
```



(4)
Computed, not measured: a 8-piece molecular cluster, C24H64BClI2N16O9P overall in a non-equilibrium geometry, with ωB97M-V with the def2-TZVPD basis set.

Output
Total energy = -3927.7097 a.u.
HOMO = -10.04 eV
Total charge = +1

Geometry as XYZ:
```
118
Properties=species:S:1:pos:R:3:mulliken_charge:R:1
I 1.70 -2.78 -2.09 0.15
I -1.06 -4.13 -1.31 0.20
Cl -2.20 -0.35 3.85 -0.35
P -3.46 -1.90 -3.67 0.35
O 4.89 -1.64 0.87 -0.69
O -6.09 1.31 -2.06 -0.65
O -3.18 -3.62 -4.04 -0.52
O 2.04 2.33 -2.44 -0.64
O -1.01 3.27 4.16 -0.64
O 4.96 6.00 -3.93 -0.66
O 0.91 6.57 6.13 -0.72
O 4.72 -6.69 0.67 -0.79
O 8.41 -7.22 -1.62 -0.72
N 3.26 -7.77 -0.68 -0.38
N -0.38 4.06 6.18 -0.29
N 3.73 3.80 -2.70 -0.32
N -3.01 0.08 -1.88 0.10
N 9.72 -5.44 -1.18 -0.39
N 3.83 2.24 -1.07 -0.29
N -0.93 7.80 6.59 -0.37
N 6.16 -3.24 1.82 -0.36
N -1.37 2.04 6.02 -0.23
N 7.00 6.66 -4.65 -0.40
N -4.54 3.13 -1.18 -0.03
N 4.29 -3.80 0.67 -0.14
N 9.24 -5.99 -3.32 -0.39
N 1.04 8.31 7.57 -0.41
N 5.47 -7.81 -1.14 -0.30
N 5.27 6.57 -6.10 -0.39
C -3.77 -0.40 2.79 0.31
C -0.93 3.14 5.37 0.69
C -4.31 1.15 2.75 -0.51
C -3.89 -1.99 -0.93 -2.19
C -3.84 0.48 -0.64 -1.59
C -6.31 -3.02 2.32 -0.52
C -4.43 -0.83 0.14 1.88
C 5.10 -2.82 1.10 0.60
C -0.01 -1.39 -2.47 -0.01
C -6.02 -0.94 0.51 -0.38
C -3.36 3.52 -2.05 -0.78
C -2.56 -0.98 -5.12 -0.99
C 3.13 2.76 -2.09 0.62
C -4.38 3.57 0.26 -0.75
C 0.38 7.50 6.72 0.68
C 0.42 0.09 -1.82 -0.50
C 9.08 -6.28 -2.01 0.70
C 4.50 -7.38 -0.32 0.69
C 5.70 6.39 -4.83 0.68
C -4.95 -3.98 2.47 -0.51
C -2.73 -1.43 -1.97 0.78
C -6.55 -2.49 0.79 -0.55
C -1.24 -1.94 -1.53 -1.24
C -3.30 -1.02 1.35 -1.30
B -4.84 1.62 -1.28 0.72
H -2.26 -0.53 1.09 0.41
H -3.10 -2.19 1.38 0.34
H 5.87 6.88 -6.84 0.17
H -7.21 -3.76 2.57 0.36
H -3.84 -3.09 -0.54 0.33
H -4.19 -3.42 3.17 0.09
H -0.31 3.96 7.17 0.12
H 4.63 4.16 -2.41 0.14
H -5.21 -5.07 2.80 0.34
H -0.03 4.91 5.74 0.19
H -1.37 8.56 7.07 0.17
H -4.92 1.36 3.75 0.36
H 9.79 -5.22 -3.64 0.17
H 3.48 -3.54 0.13 -0.05
H 4.30 6.38 -6.29 0.21
H -3.41 -0.53 -5.80 0.34
H -2.26 0.74 -2.20 0.34
H -6.37 -2.18 3.15 0.25
H -0.24 -1.33 -3.61 0.32
H 6.42 -7.54 -0.92 0.22
H -4.13 4.74 0.23 0.33
H -1.79 1.31 5.46 0.15
H 2.49 -7.47 -0.10 0.22
H -3.31 -3.79 -5.02 0.30
H -7.74 -2.44 0.65 0.39
H -4.48 -4.05 1.38 0.06
H 3.42 1.46 -0.57 0.16
H 10.27 -4.66 -1.50 0.17
H -0.41 0.51 -1.08 0.04
H 0.55 0.84 -2.71 0.25
H -6.75 -0.51 -0.33 0.36
H -5.37 3.45 0.90 0.20
H 5.30 -8.37 -1.95 0.15
H 2.02 8.13 7.71 0.23
H 9.63 -5.61 -0.19 0.22
H -1.95 -1.77 -5.76 0.36
H 4.73 2.60 -0.78 0.17
H -2.38 2.93 -1.80 0.16
H -1.47 7.22 5.96 0.22
H -6.31 -0.33 1.50 0.20
H 7.37 6.54 -3.72 0.21
H -6.71 2.11 -1.98 0.34
H 3.08 -8.33 -1.49 0.16
H 1.39 -0.08 -1.18 0.24
H -1.86 -0.16 -4.67 0.25
H 0.60 9.07 8.06 0.16
H -5.04 1.40 1.87 -0.09
H 3.25 4.23 -3.47 0.14
H -6.17 -3.27 0.02 0.20
H -4.83 -2.04 -1.66 0.57
H 6.33 -4.21 2.01 0.18
H -1.30 1.92 7.01 0.15
H 8.78 -6.59 -3.99 0.22
H -3.41 1.91 2.76 0.19
H -3.74 0.23 -2.64 0.57
H -3.69 3.40 -3.19 0.25
H -4.52 -1.05 3.41 0.18
H -3.22 4.70 -1.91 0.33
H 4.46 -4.78 0.86 0.28
H -3.50 3.07 0.84 0.18
H 7.61 6.98 -5.39 0.17
H -3.03 1.15 -0.07 0.06
H -1.04 -1.50 -0.44 0.45
H 6.79 -2.54 2.17 0.21
```